No. 1
ORCA calculation (ωB97M-V with the def2-TZVPD basis set) on a structure of composition C14H16CoN2O2SSi.

```
37
Properties=species:S:1:pos:R:3:forces:R:3
Co 0.13877 0.35448 0.09665 -0.3275 -0.2210 0.2506
O 3.66979 -0.22691 1.62232 -0.0493 0.1073 0.0584
C 2.49625 -0.10456 1.34621 0.0798 -0.4737 0.0811
O 1.98602 0.05522 0.17080 -0.1309 0.4311 -0.1613
C 1.45247 -0.22385 2.45203 0.0757 0.1405 0.0816
C 1.79900 -0.39504 3.78014 -0.0380 0.0250 -0.0431
C 0.78680 -0.45480 4.72258 -0.0157 0.0011 -0.0093
C -0.53323 -0.33628 4.30863 0.0259 -0.0071 -0.0401
C -0.79758 -0.16936 2.96148 -0.0225 -0.0729 0.0501
N 0.17841 -0.12631 2.05612 0.1314 -0.0291 -0.2215
H 2.84695 -0.46225 4.03277 0.0170 -0.0081 -0.0051
H 1.02044 -0.58294 5.77108 -0.0006 -0.0046 0.0089
H -1.34918 -0.37122 5.01506 -0.0224 0.0085 0.0189
H -1.80844 -0.06692 2.58811 -0.0023 0.0085 0.0125
C -2.55801 5.06997 1.31165 -0.0336 -0.0581 -0.0630
Si -3.41403 4.30101 -0.16311 -0.0018 0.0494 0.0006
C -2.71734 4.94116 -1.77512 -0.0424 -0.0340 0.0706
C -5.25361 4.66980 -0.08575 0.1313 -0.0347 -0.0025
C -3.21564 2.42027 -0.08166 -0.1046 0.0778 -0.0167
C -4.29692 1.56870 0.08048 0.0100 -0.0573 -0.0037
C -4.14239 0.18248 0.15856 0.0780 -0.0498 -0.0282
C -2.86801 -0.33283 0.07652 -0.0824 0.0029 -0.0760
N -1.80950 0.46401 -0.08679 0.1299 -0.0477 0.1861
C -1.95854 1.80046 -0.17082 0.0829 0.0608 -0.0257
S -0.40424 2.54468 -0.34118 0.2454 0.0906 -0.1516
H -2.67215 6.15422 1.29905 -0.0125 0.0710 -0.0078
H -1.49320 4.83972 1.30960 0.0336 -0.0140 -0.0097
H -2.98400 4.69889 2.24486 -0.0243 -0.0143 0.0374
H -2.90304 6.01201 -1.86756 -0.0141 0.0613 0.0011
H -3.18504 4.44497 -2.62614 -0.0323 -0.0203 -0.0380
H -1.64351 4.77469 -1.83816 0.0470 -0.0139 0.0077
H -5.41115 5.74583 -0.15885 -0.0003 0.0808 -0.0037
H -5.70152 4.33985 0.85133 -0.0244 -0.0343 0.0727
H -5.79904 4.20543 -0.90697 -0.0328 -0.0393 -0.0675
H -5.29430 1.98246 0.15090 -0.0662 0.0307 0.0046
H -4.99043 -0.47542 0.27836 -0.0069 -0.0057 -0.0005
H -2.67087 -1.39642 0.13064 -0.0001 -0.0074 0.0320
```
Forces are in eV/Å.

Results
**Highest occupied orbital energy (alpha / beta)**: -8.13 / -8.18 eV
**Net charge**: 0
**Spin multiplicity**: 2

---

No. 2
ORCA calculation (ωB97M-V with the def2-TZVPD basis set) on a structure of composition C14H16F6N3O5PdS4.

```
49
Properties=species:S:1:pos:R:3:forces:R:3
Pd 0.39271 -0.79236 -0.21892 0.0013 0.0320 -0.0348
C 1.92805 -1.33776 2.78833 -0.0417 0.0110 -0.0192
C 2.43961 -0.21532 1.95669 0.0396 0.0573 -0.0241
N 2.06229 0.00951 0.73123 -0.0402 -0.0380 0.0666
C 2.66969 1.13568 0.20635 0.0269 0.0349 -0.0105
C 3.51362 1.77205 1.05214 -0.0161 -0.0056 -0.0068
S 3.56620 0.94416 2.55221 0.0052 -0.0365 0.0060
C 2.33577 1.52158 -1.17262 -0.0208 -0.0887 -0.0192
C 1.82887 2.71761 -1.56053 0.0068 0.0365 0.0632
S 1.43259 2.65962 -3.22462 -0.0176 -0.0171 -0.0707
C 2.00577 1.02071 -3.29417 0.0374 -0.0099 0.0689
N 2.45532 0.57647 -2.16744 -0.0202 0.0407 -0.0514
C 1.93249 0.20431 -4.53952 0.0029 0.0157 -0.0308
H 1.50189 -2.08207 2.11444 0.0156 -0.0076 0.0121
H 1.13039 -0.98367 3.44273 0.0150 0.0062 0.0105
H 2.71811 -1.77513 3.39989 0.0001 -0.0068 0.0018
H 4.11244 2.64409 0.85199 -0.0032 0.0042 -0.0023
H 1.60352 3.57190 -0.94440 0.0057 -0.0041 0.0095
H 2.38672 0.71873 -5.38769 -0.0103 0.0077 0.0010
H 0.89397 -0.02849 -4.77618 0.0078 -0.0120 0.0066
H 2.44766 -0.73571 -4.35924 0.0008 -0.0094 -0.0001
F -4.58989 -1.50764 0.84211 0.0105 -0.0010 -0.0077
C -3.41665 -1.97611 0.38867 -0.0301 0.0008 0.0109
F -3.62052 -3.19604 -0.10451 0.0076 -0.0034 -0.0092
F -2.58503 -2.07257 1.42737 0.0053 -0.0137 0.0175
S -2.75998 -0.82191 -0.89303 -0.0629 0.0289 -0.0713
O -2.55150 0.39133 -0.16202 0.0007 0.0153 0.0208
O -3.73173 -0.84807 -1.94203 0.0003 -0.0073 0.0396
N -1.34879 -1.45142 -1.28241 0.0652 0.0338 0.0950
S -1.15176 -2.50307 -2.47518 0.0835 -0.0245 -0.0948
O -2.36609 -3.10794 -2.92998 -0.0324 -0.0180 -0.0204
O -0.20154 -2.02511 -3.43525 -0.0278 -0.0105 0.0032
C -0.27119 -3.89539 -1.61833 -0.0307 -0.0289 0.0783
F 1.01743 -3.66366 -1.40915 0.0151 0.0208 -0.0065
F -0.85475 -4.19298 -0.45454 0.0144 0.0073 -0.0237
F -0.36397 -4.97415 -2.41247 -0.0068 0.0006 -0.0207
C -2.23372 1.60030 2.71789 -0.0501 -0.0238 -0.0321
C -1.78581 2.74445 1.78306 0.0289 0.0182 0.0036
C -0.29236 2.46032 1.57997 -0.0422 -0.0101 -0.0279
O 0.11156 1.72732 2.73308 -0.0171 -0.0334 0.0154
C -0.95086 0.79076 2.91312 0.0450 0.0409 0.0286
H -3.01680 0.99507 2.26471 0.0019 0.0024 0.0171
H -2.59688 1.98625 3.67158 0.0117 0.0231 0.0001
H -1.93599 3.71982 2.24907 -0.0124 -0.0146 0.0204
H -2.32383 2.72003 0.83771 0.0142 0.0111 -0.0134
H 0.33073 3.35349 1.51780 0.0043 0.0033 -0.0109
H -0.15050 1.83624 0.68701 0.0317 0.0205 0.0004
H -0.85096 0.35593 3.90855 0.0016 -0.0102 -0.0025
H -0.86629 0.00885 2.14653 -0.0242 -0.0379 0.0138
```
Forces are in eV/Å.

Results
**Highest occupied orbital energy**: -3.34 eV
**Relative energy (zero: lowest compared OMol25 entry of this formula, charge and spin)**: 0.0061 eV
**Net charge**: -1